# 1
DFT (ωB97M-V/def2-TZVPD) results for C35H59N5O2PtSi4Te as an isolated structure in a non-equilibrium geometry.

```
107
Properties=species:S:1:pos:R:3:forces:R:3:mulliken_charge:R:1
Pt 2.229 1.713 0.180 0.39 0.29 1.06 2.97
C 4.802 0.275 -0.100 -0.02 0.35 0.70 -1.06
C 4.856 0.552 1.403 0.72 0.33 -0.48 -0.86
N 3.721 1.237 1.996 -1.34 -1.95 0.01 -0.36
C 3.918 2.516 2.606 -1.21 1.15 1.19 -1.22
C 3.815 3.711 1.662 0.50 0.13 0.99 1.19
C 4.334 4.955 2.044 -0.74 0.26 -0.25 -1.02
C 3.985 6.061 1.273 -0.24 -0.07 0.12 -0.43
C 3.277 5.841 0.078 -0.10 -0.09 1.13 -1.09
C 2.746 4.599 -0.200 0.89 0.24 -0.10 1.14
C 1.897 4.331 -1.419 -0.75 -0.27 -0.19 -1.38
N 1.994 2.956 -1.889 1.07 -0.09 0.31 -0.26
C 3.204 2.624 -2.647 -0.03 0.85 -0.12 -0.67
C 3.792 1.353 -2.163 -0.44 -2.17 0.66 -0.70
N 4.234 1.436 -0.739 -0.75 1.33 -1.11 -0.81
N 3.004 3.577 0.624 -0.23 0.22 -0.61 -0.15
H 4.254 -0.606 -0.342 -0.84 -0.49 -0.18 0.35
H 5.793 0.101 -0.446 1.05 -0.19 -0.28 0.62
H 5.731 1.134 1.575 0.84 0.82 0.14 0.36
H 5.057 -0.330 1.957 0.05 -1.13 0.28 0.68
H 3.291 0.537 2.624 0.05 1.19 -0.31 0.28
H 4.832 2.568 3.222 -0.36 0.11 -0.15 0.43
H 2.989 2.710 3.249 1.41 -0.48 -0.34 0.38
H 4.811 5.107 3.009 0.18 -0.30 -0.28 0.45
H 4.171 7.080 1.666 0.16 -0.73 -0.64 0.41
H 2.985 6.652 -0.528 -0.08 0.89 -0.69 0.52
H 2.070 5.093 -2.186 0.21 -0.14 -0.01 0.46
H 0.863 4.420 -1.139 -0.61 0.40 0.32 0.44
H 1.179 2.514 -2.263 -0.67 0.20 -0.22 0.15
H 3.943 3.425 -2.462 -0.26 -0.11 -0.24 0.33
H 3.051 2.558 -3.743 -0.07 0.14 0.58 0.51
H 4.614 1.119 -2.798 0.82 -0.49 -0.54 0.49
H 3.029 0.499 -2.213 1.07 1.08 -0.06 -0.03
H 4.816 2.290 -0.603 -0.44 -0.91 -0.10 0.45
C -6.943 2.628 -1.675 0.19 2.74 0.87 -1.21
Si -5.252 2.984 -0.949 -0.55 -0.89 -0.70 0.56
C -3.950 3.607 -2.070 0.88 -0.29 -1.75 -0.82
C -5.340 4.083 0.467 2.29 -0.29 0.95 -0.99
Si -4.420 0.821 -0.474 0.83 -0.44 0.39 -0.60
Te -2.241 1.364 0.673 -0.39 -0.11 -0.27 0.10
Si -3.329 -0.244 -2.413 -1.18 -0.89 -0.30 0.19
C -2.899 -1.941 -1.709 1.40 0.30 -0.36 -0.72
C -1.902 0.606 -3.259 -0.21 2.09 -0.58 0.03
C -4.758 -0.439 -3.691 1.41 0.25 -0.77 -1.15
Si -5.255 -0.553 1.405 -1.02 0.25 -0.87 0.52
C -4.096 -1.869 1.813 -0.56 -2.03 0.08 -0.92
C -6.866 -1.377 0.942 0.01 1.87 0.38 -1.08
C -5.254 0.648 2.792 0.13 0.53 0.67 -0.88
H -7.424 3.530 -2.141 0.52 -0.87 0.19 0.36
H -7.615 2.267 -0.935 -0.59 -0.15 0.96 0.38
H -6.837 1.845 -2.325 0.12 -1.80 -2.23 0.40
H -4.006 4.669 -2.236 0.29 0.79 0.73 0.48
H -4.026 3.336 -3.131 -0.22 -0.74 0.18 0.31
H -2.944 3.247 -1.770 -0.47 0.62 -0.01 0.03
H -5.699 5.001 0.072 -0.89 0.98 0.23 0.43
H -4.306 4.288 0.855 -0.80 -0.14 -0.30 0.25
H -5.867 3.585 1.252 -0.85 0.40 0.63 0.30
H -1.915 -1.999 -1.216 -0.27 0.40 -0.10 -0.06
H -2.802 -2.660 -2.512 0.00 -0.09 -0.58 0.44
H -3.560 -2.410 -1.031 -1.17 -0.08 0.73 0.45
H -1.184 1.090 -2.558 -0.89 -0.26 -0.71 -0.45
H -2.239 1.362 -4.068 0.34 -1.19 1.34 0.43
H -1.317 -0.150 -3.762 0.11 -0.38 -0.24 0.39
H -5.670 -0.910 -3.338 -0.11 0.19 0.01 0.36
H -4.358 -1.042 -4.546 -0.16 -0.03 0.79 0.36
H -4.912 0.518 -4.223 -0.44 -0.14 0.61 0.32
H -3.981 -2.699 1.052 -0.18 0.90 1.10 0.27
H -4.552 -2.245 2.778 0.60 -0.09 -0.92 0.38
H -3.157 -1.449 2.052 1.34 0.20 0.31 0.31
H -6.558 -1.991 0.133 -0.22 -0.94 -0.82 0.32
H -7.564 -0.597 0.578 0.03 -0.66 0.19 0.31
H -7.284 -1.939 1.782 0.01 0.02 -0.23 0.39
H -4.253 0.567 3.204 0.51 0.19 0.05 0.32
H -5.874 0.406 3.670 -0.27 0.20 -0.57 0.39
H -5.368 1.684 2.447 -0.27 -0.25 0.40 0.13
C 5.114 -5.505 2.672 -0.57 -1.81 0.75 -1.28
C 3.630 -5.181 2.733 0.46 1.12 -0.25 0.73
C 2.748 -5.830 3.576 1.81 -1.21 0.96 -0.71
C 1.464 -5.439 3.721 -1.70 -0.90 0.47 -0.80
C 0.974 -4.420 2.969 -1.51 0.67 -0.85 -0.23
C 1.775 -3.782 2.033 0.11 0.43 0.90 -0.92
N 1.192 -2.726 1.246 0.43 0.20 0.02 0.20
C 0.822 -2.991 -0.070 0.21 0.98 -0.41 1.72
C 0.577 -4.319 -0.457 -0.14 -0.46 1.23 -0.91
C 0.141 -4.652 -1.697 -0.36 0.53 -1.49 -0.70
C 0.043 -3.649 -2.718 0.81 -1.21 1.13 -1.21
C 0.327 -2.358 -2.395 -0.03 0.14 1.42 -0.10
C 0.630 -1.974 -1.044 0.29 -0.50 -0.17 -0.03
C 0.773 -0.520 -0.713 -1.49 -1.96 -1.80 -0.18
O 0.134 0.286 -1.398 0.68 0.62 0.38 -0.72
O 1.538 -0.221 0.249 1.02 0.78 0.93 -1.30
C 3.141 -4.093 1.988 -0.34 -0.58 -0.44 1.37
C 4.047 -3.373 1.046 0.30 0.00 0.40 -1.15
H 5.271 -6.296 3.472 0.27 1.01 -0.95 0.38
H 5.742 -4.634 2.865 -0.04 -0.15 0.03 0.32
H 5.406 -5.971 1.704 -0.17 0.43 0.53 0.29
H 3.080 -6.642 4.235 0.18 0.20 -0.52 0.31
H 0.771 -6.038 4.325 0.42 0.45 0.04 0.35
H -0.101 -4.184 3.037 0.66 0.11 -0.14 0.44
H 1.575 -1.796 1.447 -0.46 -0.70 -0.52 0.25
H 0.677 -5.088 0.314 -0.04 0.20 -0.36 0.40
H -0.130 -5.686 -1.910 0.23 0.25 -0.05 0.46
H -0.060 -3.932 -3.741 -0.45 -0.17 -0.46 0.52
H 0.290 -1.639 -3.186 0.05 0.63 -0.06 0.51
H 5.000 -3.117 1.496 0.19 0.05 0.37 0.50
H 3.576 -2.445 0.767 -0.11 0.24 -0.70 -0.49
H 4.328 -4.009 0.212 -0.27 0.12 -0.48 0.39
```
Forces are in eV/Å.

Output
- multiplicity = 5
- charge = +2

---

# 2
DFT (ωB97M-V/def2-TZVPD) results for C48H120As2F12N8O12 as an isolated structure in a non-equilibrium geometry.

```
202
Properties=species:S:1:pos:R:3:forces:R:3:mulliken_charge:R:1
C 18.475 15.637 15.503 0.88 1.07 1.18 -1.02
C 19.046 14.889 14.344 -1.19 -0.24 -0.35 -0.49
N 17.938 14.431 13.298 -0.32 0.13 0.22 0.80
C 17.069 13.319 13.893 1.91 -0.79 -0.22 -1.05
C 16.998 15.570 13.058 -1.39 0.82 -0.49 -0.18
C 17.611 16.823 12.339 -0.66 -1.93 -0.89 -1.35
C 18.551 13.996 12.005 1.68 -0.96 0.53 -0.69
C 19.657 12.905 12.144 -0.56 -0.52 0.53 -0.98
O 19.115 11.671 12.645 -0.01 0.59 0.04 -0.28
C 19.955 10.566 12.274 0.01 3.80 -2.85 -0.85
H 19.220 15.562 16.317 -0.17 -0.38 -0.25 0.48
H 17.609 15.097 15.877 -0.31 0.76 0.21 0.05
H 18.459 16.752 15.418 -0.99 -0.95 -0.40 0.22
H 19.478 14.018 14.801 0.28 -0.76 -0.67 0.48
H 19.766 15.495 13.829 0.39 -0.11 -0.58 0.62
H 16.656 13.736 14.780 -0.18 -0.20 1.00 0.05
H 17.741 12.433 13.980 -0.64 0.81 0.60 0.48
H 16.250 12.972 13.277 0.02 0.60 -0.76 0.59
H 16.565 15.852 14.018 0.71 0.21 0.31 0.23
H 16.023 15.173 12.630 1.54 0.25 -0.48 0.33
H 17.629 16.696 11.222 0.21 -0.13 1.01 0.35
H 18.641 16.988 12.698 -0.71 0.54 -0.03 0.29
H 16.871 17.600 12.482 0.46 0.61 0.46 0.44
H 19.004 14.830 11.480 0.04 0.35 0.29 0.47
H 17.785 13.623 11.360 -0.71 -0.32 -0.19 0.43
H 20.528 13.179 12.768 -0.45 0.31 -0.11 0.39
H 20.068 12.714 11.153 -0.11 0.20 -0.32 0.59
H 19.964 10.638 11.159 0.23 -0.71 0.54 0.33
H 19.525 9.695 12.567 -0.98 -2.46 1.18 0.29
H 20.946 10.790 12.588 0.99 -0.46 0.67 0.34
C 19.269 22.756 17.802 -1.62 1.55 -0.63 -1.39
C 18.343 22.951 18.973 -0.05 0.46 1.85 -0.52
N 18.513 21.921 20.060 1.30 -2.35 1.03 0.32
C 19.997 21.613 20.228 -0.65 1.89 2.23 -1.11
C 18.014 22.358 21.421 1.80 1.65 -0.26 -0.32
C 16.703 23.076 21.378 0.99 1.00 0.47 -1.34
C 17.801 20.565 19.715 1.48 1.73 -1.01 -0.13
C 17.923 19.435 20.699 0.75 -0.19 -0.14 -0.84
O 17.293 19.645 21.927 -0.93 -0.84 0.67 -0.30
C 17.154 18.377 22.657 0.93 -0.17 -1.15 -0.79
H 19.085 21.775 17.394 0.58 -0.30 -0.33 0.39
H 20.278 23.161 17.827 0.13 -0.65 0.53 0.38
H 18.763 23.451 17.120 0.26 -0.28 -0.53 0.41
H 17.304 22.865 18.678 -0.09 0.01 -0.33 0.42
H 18.424 23.921 19.531 0.33 -0.65 -0.83 0.47
H 20.530 22.606 20.379 -0.58 -1.31 -0.25 0.39
H 20.370 21.106 19.387 0.43 -0.64 -1.03 0.39
H 20.094 21.014 21.159 0.10 0.38 -0.76 0.46
H 18.788 23.098 21.721 -0.42 -0.29 0.05 0.44
H 18.113 21.532 22.123 -0.43 0.01 -0.37 0.48
H 16.424 23.252 22.393 -0.30 0.14 0.84 0.45
H 15.944 22.504 20.953 -1.41 -0.85 -0.94 0.26
H 16.791 24.076 20.925 -0.17 -0.54 -0.07 0.38
H 18.322 20.257 18.776 -0.89 0.05 0.60 0.14
H 16.819 20.943 19.498 -0.65 -0.69 -0.14 -0.02
H 18.997 19.117 20.816 -0.73 0.27 0.04 0.33
H 17.432 18.629 20.171 -0.16 -0.53 -0.27 0.63
H 16.415 18.417 23.464 0.40 0.38 -0.25 0.21
H 18.179 18.134 22.967 -0.34 -0.06 0.65 0.40
H 16.892 17.533 21.980 -0.29 0.71 0.19 0.31
C 9.208 17.633 27.407 1.06 0.25 0.72 -1.29
C 9.380 17.938 25.935 0.65 -0.52 -0.40 -0.61
N 10.681 17.304 25.357 0.03 1.40 1.14 0.30
C 10.937 17.837 24.015 0.66 -1.40 -2.12 -1.23
C 11.883 17.722 26.223 -0.43 1.27 -0.55 -0.59
C 12.037 19.220 26.596 -0.69 -0.85 0.63 -1.44
C 10.599 15.826 25.444 1.39 -1.36 -0.12 -0.62
C 9.689 15.115 24.511 -1.48 -0.50 0.34 -0.41
O 8.339 15.656 24.596 0.86 -1.23 -0.62 -0.38
C 7.474 14.919 23.727 0.33 -1.21 0.56 -0.70
H 9.299 16.579 27.671 -0.52 0.00 -0.29 0.36
H 8.234 18.005 27.687 -0.26 -0.01 0.30 0.44
H 9.985 18.105 28.066 -0.79 0.02 -0.75 0.26
H 9.517 18.999 25.768 -0.17 0.14 -0.01 0.65
H 8.549 17.570 25.316 0.48 0.12 0.36 0.56
H 11.003 18.906 23.957 0.10 0.60 0.72 0.55
H 10.101 17.589 23.328 0.50 -0.25 0.44 0.46
H 11.932 17.415 23.640 -1.44 0.37 0.49 0.13
H 12.729 17.347 25.710 0.86 -0.27 -0.69 0.52
H 11.807 17.126 27.079 -0.27 -0.66 1.47 0.82
H 12.409 19.251 27.629 -0.08 0.05 -0.30 0.38
H 11.101 19.764 26.584 -0.27 -0.01 0.21 0.32
H 12.695 19.813 26.003 0.69 -0.07 -0.71 0.41
H 10.466 15.566 26.491 -0.54 0.16 -0.10 0.62
H 11.548 15.292 25.209 0.20 1.20 -0.01 0.17
H 9.771 14.030 24.786 -0.54 0.73 0.17 0.47
H 10.068 15.078 23.488 -0.11 0.66 -0.25 0.14
H 6.768 15.519 23.243 -0.75 1.61 -0.71 0.35
H 6.817 14.184 24.229 0.86 0.00 0.26 0.27
H 8.081 14.441 22.962 -0.16 -0.30 -0.13 0.21
C 11.711 12.351 22.074 -0.03 0.16 -0.19 -1.38
C 12.802 12.037 21.035 1.04 1.79 -0.51 0.80
N 13.993 11.183 21.470 0.74 0.14 0.89 1.09
C 14.961 11.958 22.373 -2.60 2.25 -0.34 -1.03
C 13.496 9.930 22.181 0.70 -0.92 -1.91 -0.50
C 14.582 8.954 22.599 0.46 -0.17 0.96 -1.49
C 14.844 10.910 20.242 1.05 -0.99 0.43 -1.60
C 14.247 10.261 19.057 -1.26 -1.11 -1.43 0.40
O 13.832 8.943 19.402 -0.28 -0.16 -0.34 -0.42
C 12.768 8.407 18.577 0.53 0.50 1.49 -0.45
H 12.163 12.876 22.939 -0.36 -0.59 -0.23 0.22
H 11.222 11.385 22.293 0.00 0.66 0.43 0.47
H 10.895 13.043 21.670 1.40 -1.03 0.14 0.30
H 13.344 12.983 20.682 -1.11 -1.20 0.19 -0.50
H 12.413 11.487 20.189 -0.33 0.23 -0.16 0.03
H 14.610 11.990 23.408 -0.16 -0.08 -0.29 0.45
H 14.992 13.024 21.981 0.00 -1.28 0.55 0.19
H 15.907 11.543 22.329 1.75 -1.03 -0.15 0.45
H 12.826 9.423 21.444 0.37 0.55 0.76 0.35
H 12.986 10.238 23.055 -0.71 0.51 0.64 0.60
H 14.085 8.031 22.893 -0.22 0.02 0.18 0.47
H 15.149 9.286 23.509 -0.38 -0.13 -0.93 0.34
H 15.265 8.608 21.826 0.01 0.42 -0.15 0.29
H 15.701 10.228 20.513 -0.97 0.80 0.31 0.46
H 15.280 11.835 19.917 0.01 0.69 0.07 0.71
H 15.064 10.139 18.344 0.27 0.37 -0.18 0.50
H 13.443 10.772 18.484 0.36 0.17 0.74 -0.37
H 12.931 8.526 17.514 0.33 -0.24 -0.16 -0.03
H 11.864 8.929 18.846 -0.55 0.20 -0.15 0.22
H 12.687 7.386 18.924 -0.05 -0.34 -0.47 0.42
C 13.745 12.046 11.966 -0.48 1.09 -0.90 -0.98
C 12.505 11.212 12.173 -1.04 0.77 -0.39 -0.58
N 11.738 11.448 13.452 0.55 1.58 0.12 0.84
C 11.143 12.881 13.361 -0.28 -1.73 1.62 -1.12
C 10.605 10.509 13.589 0.34 -0.31 0.39 0.14
C 9.761 10.343 12.369 -1.53 -0.45 -0.93 -1.36
C 12.559 11.427 14.752 -0.19 -0.30 -1.17 -0.26
C 13.188 10.136 15.257 -0.46 1.65 -1.23 -0.17
O 14.012 9.530 14.304 0.60 0.39 -0.06 -0.41
C 15.219 9.236 14.970 0.61 -0.19 -1.33 -0.95
H 13.409 13.119 11.754 0.77 -1.35 0.20 0.29
H 14.229 11.630 11.042 -0.15 0.57 0.98 0.43
H 14.399 12.042 12.828 0.31 -0.19 -0.09 -0.10
H 12.679 10.158 12.107 0.21 -0.56 -0.02 0.55
H 11.804 11.548 11.372 0.39 -0.75 0.52 0.48
H 10.450 12.841 12.540 0.24 0.66 -0.51 0.41
H 11.972 13.552 13.370 0.30 0.61 -0.65 0.55
H 10.563 13.084 14.282 0.30 -0.36 -0.34 0.20
H 10.056 10.932 14.414 -0.59 -0.02 0.16 0.12
H 10.997 9.575 13.978 0.16 -0.27 -0.32 0.35
H 10.155 9.821 11.478 0.38 -0.01 0.78 0.35
H 9.418 11.313 11.947 -0.24 -0.67 0.57 0.34
H 8.891 9.717 12.712 0.55 0.88 -0.53 0.40
H 11.838 11.715 15.477 -0.44 0.50 0.88 -0.47
H 13.318 12.199 14.651 -0.08 -0.07 0.06 0.39
H 12.508 9.434 15.645 -1.20 -0.81 0.47 0.89
H 13.735 10.583 16.069 0.42 -0.25 0.63 -0.24
H 15.100 8.438 15.620 -0.59 -1.81 1.58 0.38
H 15.540 10.054 15.574 0.61 0.93 0.09 0.29
H 15.970 8.869 14.285 0.19 0.44 -0.50 0.34
C 10.081 18.451 19.063 1.51 -0.45 -1.89 -1.36
C 11.468 18.033 18.349 -0.69 -0.95 1.42 0.02
N 12.206 16.790 19.034 -0.49 0.66 -0.59 1.34
C 11.263 15.672 19.149 0.53 -0.81 1.15 -1.95
C 13.390 16.320 18.169 -0.59 0.81 -0.37 1.20
C 13.034 15.947 16.753 -0.49 -1.90 -0.23 -0.67
C 12.713 17.034 20.458 -0.44 0.07 -0.61 -0.11
C 13.733 18.134 20.557 -0.31 -0.72 1.45 -0.19
O 12.992 19.291 20.308 0.18 0.93 0.18 -0.14
C 13.741 20.485 20.385 -0.34 1.09 0.05 -0.94
H 10.215 18.864 20.036 0.34 0.12 0.77 0.30
H 9.369 17.631 19.077 0.01 -0.08 0.02 0.35
H 9.643 19.256 18.451 0.23 -0.32 0.06 0.43
H 12.206 18.835 18.399 -0.37 -0.19 -0.41 0.00
H 11.297 17.626 17.346 -0.16 0.57 0.29 0.50
H 10.652 15.876 19.999 -0.95 0.14 0.28 0.56
H 11.767 14.738 19.390 0.58 0.06 0.07 0.28
H 10.738 15.414 18.276 -0.81 0.37 -1.16 0.79
H 13.810 15.455 18.649 0.42 -0.03 0.51 0.12
H 14.026 17.185 18.115 0.68 0.11 0.14 -0.88
H 12.354 15.061 16.694 0.07 0.83 0.24 -0.52
H 13.889 15.564 16.175 0.21 0.55 0.59 -0.03
H 12.644 16.783 16.229 -0.38 0.59 -0.71 0.74
H 13.122 16.059 20.681 0.19 -0.13 0.76 -0.16
H 11.855 17.315 21.117 0.52 -0.51 -0.70 -0.17
H 14.534 17.960 19.866 0.67 0.25 -0.53 0.01
H 14.179 18.075 21.605 -0.49 0.31 -1.01 0.46
H 13.073 21.376 20.555 0.55 -1.11 -0.24 0.29
H 14.398 20.667 19.547 -0.38 -0.07 -0.94 0.21
H 14.460 20.411 21.162 0.44 -0.02 1.53 0.44
N 14.230 15.684 23.619 -1.06 -0.35 0.99 0.77
O 15.083 15.716 22.738 0.37 0.35 -0.15 -0.59
O 14.212 16.519 24.580 0.19 -0.64 -1.25 -0.73
O 13.331 14.785 23.572 0.31 0.68 0.12 -0.47
N 15.047 13.412 17.272 -0.91 -0.22 0.91 0.26
O 14.594 12.557 16.469 0.17 0.34 0.66 -0.32
O 15.962 14.156 16.907 0.12 0.23 0.21 -0.85
O 14.545 13.529 18.451 0.77 -0.50 -1.76 -0.53
As 15.584 19.967 16.325 1.88 0.21 1.77 1.85
F 16.355 18.934 17.525 -0.03 0.04 0.29 -0.40
F 17.040 19.704 15.363 -0.40 0.62 0.33 -0.56
F 14.977 21.062 15.197 -0.54 0.24 -0.43 -0.44
F 14.200 20.039 17.404 0.03 0.17 -0.50 -0.43
F 16.270 21.377 17.244 -0.18 -0.89 -0.73 -0.48
F 14.919 18.581 15.603 -0.70 -0.64 -0.62 -0.46
As 9.723 12.070 17.924 2.59 -1.27 -1.54 2.09
F 8.488 13.180 18.027 -1.10 1.07 0.39 -0.49
F 10.199 12.217 19.604 0.00 0.78 -0.65 -0.46
F 11.077 10.952 17.704 0.27 0.30 0.27 -0.63
F 9.399 11.738 16.225 -0.47 0.19 -0.10 -0.60
F 10.794 13.367 17.258 -0.38 -0.55 1.06 -0.44
F 8.766 10.745 18.358 -0.79 -0.46 0.25 -0.49
```
Forces are in eV/Å.

Output
- charge = +2

---

One value per record, in order, for total energy: -3338.12467 -8910.99097 Ha.